(1)
The following is a DFT calculation (ωB97M-V/def2-TZVPD) of a gas-phase ion, C4H11N2 (charge +1) in a non-equilibrium geometry.

Calculated values
- charge = +1
- SMILES string = CC/C([NH3+])=C/N
- E_HOMO (hartree) = -0.50675
- gap between HOMO and LUMO (eV) = 10.33
- energy relative to the best compared isomer or geometry (same formula, charge and spin) (kcal per mole) = 30.3

CARTESIAN COORDINATES (ANGSTROEM)
N 1.133 -1.010 1.735
N -0.102 -1.448 -0.596
C -0.319 -0.115 0.052
C -1.032 0.881 -0.787
C -0.141 1.929 -1.432
C 0.302 0.003 1.215
H -1.629 0.341 -1.539
H 0.315 -2.062 0.123
H -1.833 1.345 -0.212
H 0.655 2.219 -0.752
H 0.555 -1.371 -1.378
H -0.697 2.841 -1.644
H 0.344 1.588 -2.350
H -0.959 -1.835 -0.993
H 2.048 -1.059 1.310
H 1.184 -0.971 2.743
H 0.146 0.900 1.794

(2)
The following is a DFT calculation (ωB97M-V/def2-TZVPD) of 2 unconnected molecules or ions with the total composition C4H11N2 in a non-equilibrium geometry.

Calculated values
- charge = +1
- E_HOMO (hartree) = -0.48978
- gap between HOMO and LUMO (eV) = 9.45
- energy relative to the best compared isomer or geometry (same formula, charge and spin) (kcal per mole) = 133.8

CARTESIAN COORDINATES (ANGSTROEM)
N 0.757 -0.094 -0.971
N -1.004 1.109 0.330
C -0.264 -0.024 0.045
C -1.712 -1.902 0.227
C 1.896 0.963 -0.820
C -0.078 0.642 1.349
H 0.972 -1.077 -1.124
H -0.440 0.331 2.324
H -1.352 -2.936 -0.006
H -1.988 1.147 0.425
H 0.341 0.290 -1.794
H 2.559 0.932 -1.719
H -2.439 -1.429 -0.488
H 2.396 0.743 0.157
H -1.927 -1.721 1.281
H 1.390 1.894 -0.711
H 0.893 1.134 1.495

(3)
The following is a DFT calculation (ωB97M-V/def2-TZVPD) of a gas-phase ion, C4H11N2 (charge +1) in a non-equilibrium geometry.

Calculated values
- charge = +1
- SMILES string = CC(N)=[N+](C)C
- E_HOMO (hartree) = -0.50430
- gap between HOMO and LUMO (eV) = 9.53
- energy relative to the best compared isomer or geometry (same formula, charge and spin) (kcal per mole) = 85.5

CARTESIAN COORDINATES (ANGSTROEM)
N -0.705 -1.786 0.658
N -0.235 0.758 0.333
C 0.781 -1.449 -1.124
C 0.325 0.926 1.647
C 0.332 1.538 -0.708
C -0.081 -1.009 -0.072
H 1.627 -0.850 -1.093
H -0.310 2.470 -0.538
H 1.503 1.642 -0.750
H 0.124 1.156 -1.663
H 0.244 -1.393 -2.081
H 0.982 -2.568 -0.870
H -1.110 -1.421 1.450
H 0.203 1.990 1.896
H -0.627 -2.733 0.445
H 1.369 0.550 1.663
H -0.276 0.363 2.409

(4)
The following is a DFT calculation (ωB97M-V/def2-TZVPD) of 2 unconnected molecules or ions with the total composition C4H11N2 in a non-equilibrium geometry.

Calculated values
- charge = +1
- E_HOMO (hartree) = -0.44573
- gap between HOMO and LUMO (eV) = 5.13
- energy relative to the best compared isomer or geometry (same formula, charge and spin) (kcal per mole) = 82.1

CARTESIAN COORDINATES (ANGSTROEM)
N 0.557 -5.310 1.084
N -0.261 1.754 -2.636
C -0.101 1.597 -0.279
C 0.156 1.144 1.005
C 0.332 1.164 -1.505
C -0.700 1.236 2.192
H -0.177 1.657 3.055
H -0.247 -4.722 0.944
H -0.935 2.289 -0.401
H -1.536 1.888 1.924
H 0.935 0.377 1.041
H 1.152 -5.320 0.269
H 1.138 0.463 -1.721
H -1.107 0.264 2.479
H 0.406 2.301 -3.178
H 0.197 -6.224 1.270
H -0.559 0.977 -3.226